(1)
This record from OMol25 describes a structure of composition C6H14CaO3 in a non-equilibrium geometry. The level of theory is ωB97M-V/def2-TZVPD.

XYZ file:
```
24
Properties=species:S:1:pos:R:3:forces:R:3:lowdin_charge:R:1
H -1.097 -0.747 -2.167 -0.922 -0.311 -0.111 -0.195
C 1.805 -1.909 -2.129 0.815 -1.311 0.060 -0.187
O 1.381 -2.450 -0.972 -0.593 0.371 -0.088 -0.128
C 1.835 -1.864 0.244 0.488 1.145 0.630 -0.126
H 2.816 -1.476 -2.142 -0.146 -0.124 0.044 0.099
H 1.436 -2.452 -3.003 0.115 0.146 0.222 0.100
H 1.966 -2.671 0.974 -0.037 0.200 -0.249 0.151
H 2.796 -1.373 0.030 0.049 -0.308 0.197 0.132
Ca 0.532 0.104 -2.141 -0.245 1.185 -1.507 1.212
C 0.933 -0.758 0.888 0.181 -1.265 -0.394 -0.121
O 0.753 0.316 -0.040 0.273 -0.019 0.984 -0.412
C 0.426 1.600 0.524 0.149 0.420 0.437 -0.154
C -1.044 1.934 0.462 -0.200 0.124 0.060 -0.225
O -1.760 1.120 1.351 0.763 -0.177 -0.098 -0.177
C -3.092 0.899 0.957 -0.816 -0.026 -0.217 -0.091
H 1.488 -0.364 1.750 -0.222 -0.303 -0.055 0.144
H -0.036 -1.178 1.180 0.141 0.293 0.035 0.146
H 0.990 2.337 -0.062 -0.029 0.004 0.170 0.136
H 0.793 1.620 1.559 -0.109 0.100 -0.263 0.146
H -1.415 1.812 -0.574 0.003 -0.009 0.177 0.112
H -1.158 3.000 0.732 0.031 -0.197 -0.156 0.148
H -3.556 0.246 1.705 0.154 0.229 -0.190 0.100
H -3.653 1.848 0.903 0.109 -0.270 0.064 0.100
H -3.139 0.404 -0.028 0.050 0.104 0.245 0.090
```
Positions in Å, forces in eV/Å.

## Properties
E_tot: -31019.8767 eV
ΔE to the lowest compared entry with this formula, charge and spin: 42.3 kcal per mole
multiplicity: 2
charge: +1
E_HOMO (alpha / beta): -11.9 / -11.9 eV
frontier orbital gap (alpha / beta): 7.9 / 7.1 eV
expectation value of S²: 0.753

---

(2)
This record from OMol25 describes a structure of composition C8H17ClI2O2PTb in a non-equilibrium geometry. The level of theory is ωB97M-V/def2-TZVPD.

XYZ file:
```
32
Properties=species:S:1:pos:R:3:forces:R:3:lowdin_charge:R:1
I -4.442 1.574 1.434 0.407 -0.032 -0.251 0.205
I -3.876 2.239 -1.109 0.329 -0.245 0.337 0.167
Tb -0.733 0.566 0.475 -0.251 -0.699 0.336 1.112
P -1.099 -2.188 -0.423 -1.250 -1.538 1.237 0.718
C -1.419 -2.943 -2.028 0.320 0.604 -0.787 -0.262
C -0.249 -3.507 0.515 0.799 0.253 0.288 -0.248
H -2.712 -1.833 1.410 0.228 -0.157 0.060 0.022
H -3.254 -3.181 0.422 0.330 0.048 -0.199 0.077
H -3.463 -1.509 -0.113 0.009 -0.090 -0.278 0.025
C -2.771 -2.198 0.379 -0.094 0.603 0.185 -0.286
H -0.061 -3.185 1.540 -0.120 0.132 0.000 0.034
H -0.754 -4.476 0.568 -0.357 0.316 -0.333 0.077
H -1.906 -3.908 -2.038 -0.155 -0.277 0.651 0.075
H -0.491 -3.067 -2.567 0.445 -0.045 -0.123 0.053
H 0.735 -3.683 0.080 0.037 0.001 -0.116 0.056
H -2.024 -2.294 -2.644 -0.283 0.346 -0.149 0.049
C 0.045 0.008 -2.685 0.423 0.775 -2.271 0.005
O 0.260 0.166 -3.790 -0.440 -0.478 2.344 0.124
Cl -0.284 -0.271 2.824 -0.204 0.360 -1.268 -0.078
C 3.238 2.358 0.655 -1.463 -1.246 0.132 -0.129
C 2.341 3.444 1.252 -0.884 -0.032 -1.266 -0.115
C 0.905 2.836 1.146 1.174 -0.518 0.100 -0.137
O 0.974 1.908 -0.120 0.824 1.330 1.092 -0.435
C 2.450 1.864 -0.581 0.111 0.236 0.428 -0.070
H 4.246 2.643 0.443 0.491 0.500 -0.394 0.127
H 3.311 1.517 1.351 -0.004 0.056 0.069 0.128
H 2.377 4.322 0.605 -0.046 0.066 0.035 0.130
H 2.611 3.781 2.242 -0.084 -0.251 0.363 0.133
H 0.700 2.198 2.034 0.250 -0.018 -0.502 0.059
H 0.075 3.542 1.070 0.262 0.104 -0.601 0.126
H 2.672 2.453 -1.496 -0.955 0.095 0.659 0.146
H 2.597 0.826 -0.855 0.155 -0.198 0.223 0.114
```
Positions in Å, forces in eV/Å.

## Properties
E_tot: -73098.2030 eV
ΔE to the lowest compared entry with this formula, charge and spin: 54.2 kcal per mole
multiplicity: 7
charge: +2
E_HOMO (alpha / beta): -15.9 / -15.9 eV
frontier orbital gap (alpha / beta): 6.0 / 7.8 eV
expectation value of S²: 12.615

---

(3)
This record from OMol25 describes a structure of composition C20H16BrN4O5ReSbSe4. The level of theory is ωB97M-V/def2-TZVPD.

XYZ file:
```
52
Properties=species:S:1:pos:R:3:forces:R:3:lowdin_charge:R:1
Re -0.611 -1.396 -1.066 -0.290 0.333 0.520 1.147
Br -1.275 -0.576 2.503 0.108 0.023 -0.142 0.941
C -2.626 -0.334 1.236 -0.193 -0.033 0.286 -0.684
C -3.811 0.270 1.676 0.109 -0.064 -0.080 -0.048
C -4.884 0.342 0.824 -0.039 -0.033 -0.112 0.013
C -4.759 -0.189 -0.461 -0.001 0.106 0.195 0.052
C -3.550 -0.730 -0.824 -0.052 0.081 -0.165 -0.153
N -2.471 -0.793 0.003 0.319 -0.553 -0.402 -0.047
C -3.453 -1.200 -2.239 0.193 -0.156 0.112 -0.336
O -4.216 -1.054 -3.119 -0.053 0.054 -0.020 0.250
O -2.209 -1.912 -2.486 0.185 0.602 0.440 -0.107
H -3.855 0.655 2.684 -0.016 -0.008 0.008 0.118
H -5.813 0.793 1.143 0.004 0.014 0.007 0.133
H -5.574 -0.165 -1.169 0.022 -0.020 -0.033 0.142
N 0.346 -3.282 -3.594 -0.030 0.062 -0.262 0.184
C 0.020 -2.057 -3.139 0.093 -0.009 -0.008 -0.558
O 0.860 -1.262 -2.625 -0.133 -0.282 0.183 -0.060
C -1.401 -1.480 -3.632 0.694 -0.251 0.063 -0.322
C -1.770 -2.002 -4.939 -0.467 -0.035 0.050 -0.107
N -1.926 -2.440 -5.987 -0.013 -0.056 0.020 0.259
C -1.360 -0.017 -3.581 0.049 0.054 -0.203 -0.126
N -1.381 1.116 -3.397 0.037 0.016 0.025 0.300
H -0.170 -3.700 -4.353 -0.051 -0.087 0.092 0.114
H 1.323 -3.529 -3.524 -0.015 -0.017 0.049 0.120
C 4.256 3.831 3.348 0.055 0.005 0.028 -0.038
C 3.301 3.066 2.480 -0.070 0.028 -0.057 -0.245
C 3.284 1.679 2.473 0.022 -0.018 -0.033 -0.002
C 2.420 0.955 1.661 0.002 -0.019 -0.085 -0.178
C 2.573 -0.547 1.658 0.113 0.001 0.105 -0.038
C 1.494 1.664 0.869 -0.025 -0.126 0.051 -0.061
C 1.514 3.072 0.832 -0.003 0.089 0.057 -0.179
C 0.657 3.901 -0.090 -0.012 0.042 0.024 -0.027
C 2.427 3.739 1.634 -0.002 -0.032 0.035 0.000
C 0.452 0.944 0.109 -0.052 0.006 -0.073 -0.541
O -0.666 1.366 -0.146 -0.091 -0.045 -0.079 0.015
O 0.792 -0.265 -0.347 -0.104 0.089 -0.082 -0.255
H 4.739 3.183 4.078 -0.003 -0.007 -0.002 0.078
H 3.745 4.631 3.883 -0.009 0.003 -0.005 0.086
H 5.038 4.293 2.742 -0.005 0.000 -0.003 0.091
H 3.978 1.140 3.107 0.005 -0.004 0.001 0.118
H 3.317 -0.833 2.402 -0.017 0.000 -0.016 0.083
H 2.913 -0.901 0.685 0.009 0.005 0.011 0.093
H 1.658 -1.089 1.892 -0.139 0.028 -0.017 0.037
H -0.384 3.597 -0.093 0.009 0.008 0.036 0.068
H 1.025 3.825 -1.116 -0.030 -0.039 -0.006 0.098
H 0.717 4.948 0.202 0.021 0.013 -0.027 0.080
H 2.453 4.822 1.600 0.000 0.009 0.013 0.124
Se 0.997 -5.020 -0.788 -0.350 0.356 0.630 0.074
Sb 0.810 -5.811 1.676 0.279 -0.277 -0.320 -0.023
Se -0.323 -3.242 0.231 -0.043 0.148 -0.971 0.213
Se -1.202 -6.840 2.097 -0.377 -0.167 -0.005 0.047
Se 2.582 -5.169 2.987 0.358 0.161 0.169 0.053
```
Positions in Å, forces in eV/Å.

## Properties
E_tot: -377284.4976 eV
ΔE to the lowest compared entry with this formula, charge and spin: 84.0 kcal per mole
multiplicity: 1
charge: +1
E_HOMO: -11.2 eV
frontier orbital gap: 6.3 eV

---

Copy entry 1 word for word.
This record from OMol25 describes a structure of composition C6H14CaO3 in a non-equilibrium geometry. The level of theory is ωB97M-V/def2-TZVPD.

XYZ file:
```
24
Properties=species:S:1:pos:R:3:forces:R:3:lowdin_charge:R:1
H -1.097 -0.747 -2.167 -0.922 -0.311 -0.111 -0.195
C 1.805 -1.909 -2.129 0.815 -1.311 0.060 -0.187
O 1.381 -2.450 -0.972 -0.593 0.371 -0.088 -0.128
C 1.835 -1.864 0.244 0.488 1.145 0.630 -0.126
H 2.816 -1.476 -2.142 -0.146 -0.124 0.044 0.099
H 1.436 -2.452 -3.003 0.115 0.146 0.222 0.100
H 1.966 -2.671 0.974 -0.037 0.200 -0.249 0.151
H 2.796 -1.373 0.030 0.049 -0.308 0.197 0.132
Ca 0.532 0.104 -2.141 -0.245 1.185 -1.507 1.212
C 0.933 -0.758 0.888 0.181 -1.265 -0.394 -0.121
O 0.753 0.316 -0.040 0.273 -0.019 0.984 -0.412
C 0.426 1.600 0.524 0.149 0.420 0.437 -0.154
C -1.044 1.934 0.462 -0.200 0.124 0.060 -0.225
O -1.760 1.120 1.351 0.763 -0.177 -0.098 -0.177
C -3.092 0.899 0.957 -0.816 -0.026 -0.217 -0.091
H 1.488 -0.364 1.750 -0.222 -0.303 -0.055 0.144
H -0.036 -1.178 1.180 0.141 0.293 0.035 0.146
H 0.990 2.337 -0.062 -0.029 0.004 0.170 0.136
H 0.793 1.620 1.559 -0.109 0.100 -0.263 0.146
H -1.415 1.812 -0.574 0.003 -0.009 0.177 0.112
H -1.158 3.000 0.732 0.031 -0.197 -0.156 0.148
H -3.556 0.246 1.705 0.154 0.229 -0.190 0.100
H -3.653 1.848 0.903 0.109 -0.270 0.064 0.100
H -3.139 0.404 -0.028 0.050 0.104 0.245 0.090
```
Positions in Å, forces in eV/Å.

## Properties
E_tot: -31019.8767 eV
ΔE to the lowest compared entry with this formula, charge and spin: 42.3 kcal per mole
multiplicity: 2
charge: +1
E_HOMO (alpha / beta): -11.9 / -11.9 eV
frontier orbital gap (alpha / beta): 7.9 / 7.1 eV
expectation value of S²: 0.753

---

> Which of these has the highest multiplicity?

C8H17ClI2O2PTb